# 1
C33H48O21 | wB97M-V/def2-TZVPD

```
102
Properties=species:S:1:pos:R:3:forces:R:3
H 15.6248 6.9855 19.5870 -0.0023 -0.2208 0.0118
H 15.9079 15.2598 8.7654 0.2835 -0.0186 -0.2743
O 15.9825 8.1359 15.6793 0.6217 -1.0546 0.6130
C 11.2736 10.9775 15.1025 0.1686 0.7861 0.4254
H 14.7901 12.5277 7.6221 -0.1192 -0.1680 0.3168
C 12.0735 10.9969 11.3338 1.6753 -1.0468 0.6777
O 21.4252 13.7205 17.7499 1.1283 0.8216 0.1214
O 13.9705 15.3569 13.4221 -2.1580 0.0589 -3.4648
H 14.6082 6.0134 18.4644 -0.1450 -0.0217 0.1355
C 26.4137 12.2926 11.5217 -2.2184 0.5723 -0.6150
C 25.3668 11.8086 12.3464 1.1696 -0.1001 -0.0793
H 19.9482 14.3293 9.8251 -0.4409 0.1950 -0.1140
H 9.5003 10.3177 16.0940 -0.0873 -0.0410 -0.1146
C 16.6402 15.2399 13.4802 0.4835 0.0524 -0.9164
H 9.7744 12.0440 14.5319 0.0809 -0.0673 -0.0483
C 19.9719 16.0190 17.7520 0.8374 2.5593 1.3329
C 13.2967 10.1074 15.9690 0.4750 0.0308 0.2135
H 21.1878 12.4729 11.7846 -0.2454 0.0393 -0.3733
H 19.6715 16.2746 18.7812 0.1897 0.1182 -0.2193
H 14.9018 11.3906 11.5736 0.0965 -0.0283 -0.2984
H 15.3701 14.5888 16.8643 -0.2832 0.0824 0.0563
H 19.1205 12.0580 14.6307 0.2132 0.1125 0.0443
H 13.4457 13.0134 6.5874 0.4927 0.3577 0.0770
H 12.3614 11.8504 11.9401 -0.2733 0.2017 0.0806
H 21.0218 15.4054 8.8884 0.0020 0.0436 -0.5202
O 19.4026 14.8387 17.4172 0.7330 -3.8764 -0.8074
O 15.8789 15.2347 14.6563 -1.7378 0.1124 0.3175
C 12.6064 9.3671 16.9254 -0.7364 -0.6380 -0.6147
O 17.4168 17.1622 9.7976 -2.5422 2.8022 -0.0409
C 17.3324 11.6722 13.6048 -0.9087 -0.4049 -1.0699
O 17.8627 14.9509 9.5050 0.5408 1.3496 -0.8894
C 10.5795 10.2314 16.0459 -0.5029 -0.2650 -0.2463
H 11.1854 10.5093 11.7256 -0.1850 0.2728 -0.4978
O 27.6423 11.9129 11.8581 1.4185 -0.4778 0.7259
C 14.4850 15.3294 14.4487 4.1104 -0.0805 4.4944
C 17.3842 11.5931 11.1690 0.3884 0.2550 1.0177
O 10.6968 11.9104 14.2850 -0.6724 0.0304 -0.2753
C 18.1675 16.2995 9.6556 2.9121 -4.4820 0.5783
O 22.4267 12.9268 10.4302 -0.0058 -0.3812 0.1346
H 16.1353 15.0046 10.4821 -0.5357 -0.1583 -0.0599
C 15.8167 6.9933 16.4139 0.2774 4.2546 -0.2821
H 13.9172 14.0507 7.9451 -0.0502 0.0037 0.2771
H 15.8276 6.9484 13.9654 0.3036 0.2801 0.1689
O 19.4986 16.4308 9.8078 -1.1649 0.4964 -0.7395
H 19.3344 12.0697 10.3806 -0.1466 -0.0555 0.0776
O 15.6381 5.9086 16.0305 -0.2256 -2.5959 -0.6589
H 26.8500 13.5083 9.7909 0.0174 0.0539 -0.0424
H 19.5836 16.7821 17.0869 0.0728 0.1940 -0.1209
C 11.2162 9.3498 16.9092 -0.1315 0.7225 -0.1857
H 10.6250 8.6944 17.5549 0.4212 0.3258 -0.0749
C 24.0601 12.0108 12.0151 -1.5903 0.5053 -0.9427
H 16.3262 13.6207 9.4034 0.1355 0.0038 -0.1939
O 14.2210 11.7031 9.8906 2.4675 0.1538 1.0937
C 26.0643 13.0946 10.4097 0.7694 -0.7496 0.7665
H 21.0627 15.9820 17.7143 -0.1101 0.1132 -0.0955
O 15.3475 11.1838 12.4050 -0.0196 -0.0345 0.3321
C 20.2833 13.7692 17.4505 -2.9445 -0.7049 -0.1527
H 20.9822 15.5003 10.6310 0.2623 -0.4586 -0.1569
H 16.7904 11.4722 10.2714 0.6023 0.0237 -0.3620
H 20.8605 11.5339 16.1435 -0.1161 -0.2024 -0.2322
O 20.7086 12.4379 12.6207 1.0279 0.0724 0.5597
O 11.9973 11.3307 9.9713 -0.4969 0.9822 -0.8146
C 20.1973 11.5011 17.0116 3.3632 -1.1417 0.4700
C 18.6748 11.9247 13.6576 0.1460 0.1069 0.8490
H 15.1425 16.3428 16.8905 0.2256 0.0708 0.4097
C 23.7264 12.7246 10.8533 1.1934 0.2056 0.3694
H 12.9115 10.2961 11.3417 -0.1487 -0.2922 0.8880
C 12.6481 10.9364 15.0516 0.6290 -0.8611 0.6639
H 16.0510 14.7906 12.6837 0.1898 -0.0831 -0.1654
C 15.5785 6.4728 18.6295 0.1888 -0.7525 0.5903
H 14.3797 10.0242 15.9701 -0.0397 0.1551 -0.0622
H 13.2265 11.5380 14.3575 -0.1659 -0.0722 0.0163
O 15.8213 7.4577 17.6617 0.0268 0.3081 0.0638
H 25.5756 11.2183 13.2399 0.2585 0.2123 -0.3169
C 19.4279 12.0708 12.5161 -1.7765 -0.1426 -1.8578
H 22.5266 12.9773 9.4741 -0.6051 0.0749 -0.0604
O 19.5463 12.6759 17.1509 -2.4545 2.8898 -0.3585
H 20.8804 11.4690 17.8646 0.1128 -0.8410 0.0245
H 19.5864 10.6211 16.9728 -0.8095 0.0350 0.0319
C 16.4801 14.6904 9.4958 -0.7486 0.2003 1.1543
C 20.3685 15.3239 9.7428 1.2857 0.0591 1.3140
H 16.7944 11.6532 14.5518 -0.2190 -0.1705 -0.4098
O 12.7988 12.3401 8.2613 -0.2773 -0.8793 1.8757
H 16.8941 16.2692 13.1849 -0.0235 -0.2409 0.1044
C 18.7436 11.9241 11.2870 0.9062 0.0259 -0.4330
H 23.2472 11.6158 12.6170 0.1772 -0.0284 0.0658
H 14.1092 8.3550 17.6108 0.0240 0.3111 0.0472
C 13.1357 11.8000 9.4500 -3.7397 -0.2014 -1.6430
H 24.4077 13.9267 9.2615 0.4144 -0.0548 -0.0210
H 28.3822 12.2419 11.3377 -0.4779 0.2706 -0.2780
C 13.8161 13.0168 7.6215 0.5749 0.6722 -2.3678
H 13.9107 15.3023 17.6536 0.0327 -0.0514 -0.1858
C 14.6240 15.3901 16.8339 1.0328 0.2067 0.7161
H 14.7885 8.3721 14.1035 0.4082 -0.0816 -0.3462
O 13.8978 15.4025 15.6458 -1.5446 -0.3994 -1.4855
C 15.8105 7.9957 14.2909 -1.4115 0.0377 -1.1269
C 24.7331 13.3020 10.0923 -0.4518 -0.1438 0.2904
H 16.3495 5.7115 18.5188 -0.0504 -0.1314 0.4100
H 16.5124 8.6170 13.7313 0.0939 -0.1328 0.3377
H 17.5533 14.6537 13.6396 -0.2817 0.1782 0.0789
C 16.6830 11.4742 12.3453 -0.1655 0.2046 2.0415
O 13.1803 8.5237 17.8209 0.5256 -0.2290 0.2499
```
Forces are in eV/Å.

Energy relative to the best compared isomer or geometry (same formula, charge and spin), kcal/mol: 27.09
Highest occupied orbital energy, Eh: -0.2846
SMILES: Oc1ccc(O)cc1.Oc1ccc(O)cc1.Oc1ccc(O)cc1.COC(=O)OC.COC(=O)OC.COC(=O)OC.COC(=O)OC.COC(=O)OC
Electronic energy, eV: -77994.7888

# 2
C33H49INO8PS | wB97M-V/def2-TZVPD

```
94
Properties=species:S:1:pos:R:3:forces:R:3
O 0.5287 -2.7355 5.5767 0.2730 -0.1139 0.3773
H 2.5396 2.2149 -9.4340 -0.0607 -0.0010 0.0173
C -2.1447 -3.3384 3.0168 -3.8602 -1.1318 -0.4779
C 2.2766 2.1269 -6.3252 -0.2543 -0.4306 -0.5153
H 2.4145 3.8826 -10.0280 -0.1096 -0.0202 0.1397
C 1.7225 -1.9717 5.7079 -0.1373 0.0653 -0.1309
C -3.2460 -2.2981 -0.0539 0.7008 -3.3278 -1.2354
C -5.5479 4.6743 0.3589 0.4925 0.8504 1.3415
H -8.0628 -1.1310 3.6150 2.4589 -0.7743 -1.6106
H 0.7654 1.7103 -7.8414 0.1786 0.0111 0.0347
H 1.8609 1.4153 -5.6065 -0.0506 0.0175 0.0221
C -5.9956 -2.5474 3.3666 0.2871 2.0472 -3.2740
H 7.7000 -3.0565 0.4276 -0.0414 -0.0061 -0.0591
C -4.5248 -2.0604 1.0047 -2.4936 0.8230 2.1751
H 0.2527 -0.7990 9.0297 -0.0480 -0.2089 -0.0305
C -0.1765 3.7178 -3.0840 -1.1204 -1.7402 -2.5307
C -5.6452 -0.8802 0.5991 0.3448 -1.1892 2.2194
H -1.3260 -3.4558 7.3951 0.1437 0.0333 -0.0706
H -6.0763 -3.1523 4.3845 0.0425 1.5763 -2.4489
H 1.9243 0.3898 -2.0483 -0.8778 1.2964 0.2297
H 4.1868 3.2487 -7.6467 -0.0164 -0.0350 0.0600
C 4.7310 -2.1920 0.8654 0.2545 -0.5458 -0.0170
H -5.3049 5.3002 1.3470 -0.4333 -1.3654 -2.0548
H 1.5641 -1.0023 5.2279 -0.0676 -0.1771 -0.0082
C -4.2369 3.1933 -1.5911 2.9501 1.4078 0.6976
C -3.5016 -3.9771 2.7745 2.9629 3.0286 0.4067
C -7.1196 -1.3880 2.9289 2.8639 -0.5615 -2.3088
C -1.0028 3.6556 -1.6561 0.6218 -0.0889 0.2041
H -0.3332 -4.6941 8.1800 -0.0143 -0.0309 -0.0145
H 0.8921 4.2310 -3.0452 -2.3971 -1.0333 -0.2315
C -4.1140 4.1780 -0.2349 -0.4238 0.7825 0.0433
C -5.2600 -0.1151 -0.8462 -4.0043 -2.6014 -1.6798
H 7.8018 -3.3888 -1.3280 0.0762 -0.0901 0.0545
O -2.8305 -3.4815 -0.4902 -2.3615 7.5273 2.8241
O 5.5979 -2.5347 1.9515 0.0902 0.3858 -0.2346
O 0.2937 -2.7873 8.5377 -0.3227 0.0811 -0.3891
P 1.3610 1.2978 -1.0401 -0.3026 -1.7008 1.2787
H -0.2363 3.8761 -0.7706 -1.6602 -0.4189 -1.9268
H -3.5150 3.6161 0.5975 -1.1807 1.0317 -1.6047
H -6.1388 5.4402 -0.3334 1.3074 -2.0470 1.3375
H 7.1040 -1.7736 3.1133 -0.1583 -0.0593 -0.0717
H -1.5639 2.7683 -4.0691 0.9638 0.2878 -0.2205
H -1.3366 -1.5952 8.9769 -0.0700 0.0926 -0.0504
I -6.2636 3.0774 -2.2720 0.5613 -0.4096 -0.2056
H -0.4865 -1.1741 7.4594 -0.0204 -0.0543 0.0379
O 3.3223 1.4477 -7.0278 0.0175 0.4906 0.0800
H 4.5119 -1.1179 0.8614 0.0915 -0.1292 -0.0865
H -1.1464 -3.7278 2.5460 -2.0155 0.1656 1.7969
C 6.3314 -1.4124 2.4294 -0.0221 -0.2315 0.0481
O 1.6129 3.5950 -8.1646 0.1149 -0.4888 -0.1873
H 6.8164 -0.8684 1.6140 -0.0690 0.0008 0.0120
H -2.1467 -2.3627 3.6844 0.0975 -1.6555 -2.3236
H 2.5466 -2.4829 5.2020 0.1015 0.0417 0.0539
H -0.2169 -1.4067 -0.3085 -1.8305 2.0997 -0.6182
H 1.5787 -4.2018 6.6360 -0.1046 0.1007 0.0729
H 0.3416 2.9892 -6.6911 0.1226 -0.1042 0.0059
H 0.1171 -4.7213 5.7804 0.0059 -0.0034 0.0544
C -6.9581 -0.5221 1.5088 3.4823 -3.6729 1.2743
C -0.2972 -3.7397 7.6475 0.6697 -0.0140 0.0693
H 2.6718 2.9816 -5.7630 -0.0526 0.0015 -0.1477
C 0.5505 -3.9168 6.3843 -0.6138 0.2885 -0.1193
H -3.6589 3.8283 -2.4307 -1.4302 -1.8326 1.7184
H 8.5304 -1.9151 -0.6497 -0.2024 -0.0371 -0.0529
C 7.6872 -2.6078 -0.5702 -0.0155 0.2107 -0.0625
H 5.6645 -0.7404 2.9773 0.0459 0.1249 -0.0164
H -7.7377 0.2845 1.1778 1.7681 -1.7789 0.6958
C 4.4612 2.2750 -7.2297 -0.0388 -0.2138 -0.0913
C 1.1617 2.5644 -7.2799 0.1770 0.5541 0.3815
C -3.7234 0.3737 -0.9157 2.4100 1.1584 -0.2822
O 6.4881 -1.8808 -0.8064 -0.0079 -0.4172 0.2664
H -3.6527 -5.1383 2.8012 0.1844 2.5287 -0.9336
H 5.1306 1.7723 -7.9343 -0.1551 -0.0219 0.1445
H 0.9631 2.8580 -9.9841 0.0244 -0.0932 -0.0866
C -3.3279 1.8974 -1.2939 3.3234 -3.2640 0.4564
H -1.7488 4.5568 -1.6625 1.2212 -1.9395 0.0733
H -6.1935 3.7663 0.7142 1.0723 1.8137 -0.9272
O -6.1889 -0.2353 -1.7769 5.8278 1.4140 4.8694
H 1.7165 2.6602 -1.3336 -0.6221 -0.7915 -0.4058
C -4.7053 -2.8780 2.4127 -1.7062 1.6189 -0.5470
H 1.9811 -1.8013 6.7568 -0.0071 -0.0592 -0.0289
H -3.5089 5.1663 -0.5248 -1.2397 -2.2670 0.5575
N -0.6165 3.1825 -4.2698 1.0335 2.0876 5.4812
C 5.3202 -2.6393 -0.4757 -0.0239 0.6398 0.1783
C -1.6764 2.1928 -1.3298 -0.0979 -3.2004 0.6548
C -0.5586 0.9922 -1.0024 -3.9837 -0.6267 -0.0859
H 3.7894 -2.7264 1.0311 0.0038 0.0476 -0.0482
C -2.6102 -0.8233 -0.5320 1.4432 2.3243 -0.6840
S 2.1960 0.7285 0.6650 -0.4907 0.4144 -0.6204
H 4.9898 2.4147 -6.2820 0.0725 0.1093 -0.0080
C 1.8970 3.0991 -9.4682 0.0288 0.2306 0.1369
C -0.9939 -0.5561 -0.5761 -3.8518 3.1239 -1.0310
H 5.5380 -3.7141 -0.4715 0.0151 0.1135 0.1009
H 4.5835 -2.4489 -1.2611 -0.0415 -0.0101 -0.0033
C -0.3604 -1.5255 8.4878 0.1806 -0.0335 0.1153
```
Forces are in eV/Å.

Highest occupied orbital energy, Eh: -0.3237
SMILES: [H]/N=C\Cc1c([PH2]=S)cc2c(c1[C@@H](I)CC)C(=O)c1cccc(C=C)c1C2=O.COCCOC.COCCOC.COCCOC
Electronic energy, eV: -81082.2294

Number 1: HOMO-LUMO gap 8.12 eV. Number 2: HOMO-LUMO gap 7.05 eV.